No. 1
The following is a quantum chemistry calculation of a structure of composition C20H34B2Br2FNO9Si2 at a distorted geometry, from the OMol25 dataset.

```
! wB97M-V def2-TZVPD RIJCOSX def2/J DEFGRID3
* xyz 0 1
C 2.089 4.028 0.203
C 3.482 3.478 0.767
O 4.558 3.422 -0.208
C 4.272 2.538 -1.279
O 3.949 3.072 -2.375
C 4.372 0.952 -1.233
C 3.255 0.236 -0.323
C 2.578 -1.049 -1.020
Si 1.177 -0.571 -2.283
C 0.794 1.285 -2.111
O -0.177 -1.633 -2.244
Si -1.394 -1.201 -1.096
B -2.325 -2.897 -0.657
C -2.099 -4.255 -1.561
O -3.211 -3.053 0.477
B -0.755 -0.497 0.601
N -0.156 -1.413 1.640
O -0.837 0.895 1.022
C -2.685 -0.121 -2.003
Br -2.364 0.278 -3.948
C -3.875 0.416 -1.469
C -4.842 1.315 -2.402
Br -4.365 0.060 0.402
C 1.996 -0.839 -4.033
F 2.962 -1.913 -4.041
C 2.552 0.503 -4.698
C 1.357 1.323 -5.438
H 1.990 5.143 0.450
H 1.259 3.513 0.816
H 1.907 3.832 -0.900
H 3.826 4.228 1.571
H 3.403 2.472 1.310
H 5.405 0.691 -0.793
H 4.388 0.521 -2.298
H 2.509 0.998 0.070
H 3.810 -0.167 0.604
H 3.439 -1.592 -1.564
H 2.212 -1.792 -0.228
H -0.164 1.643 -2.610
H 1.633 1.969 -2.511
H 0.697 1.580 -0.998
H -3.112 -4.487 -2.053
H -1.865 -5.142 -0.862
H -1.286 -4.073 -2.336
H -2.714 -2.988 1.324
H 0.589 -1.993 1.235
H 0.254 -0.872 2.413
H -1.342 1.399 0.349
H -5.597 1.815 -1.716
H -5.352 0.666 -3.204
H -4.245 2.163 -2.902
H 1.123 -1.190 -4.705
H 3.288 0.225 -5.527
H 3.118 1.178 -3.965
H 0.464 0.623 -5.637
H 1.736 1.836 -6.378
H 0.937 2.141 -4.745
C -2.403 0.077 5.810
C -2.115 -0.746 4.799
C -2.036 -2.223 4.996
O -1.790 -2.946 4.046
C -2.256 -2.748 6.347
C -2.540 -1.925 7.359
C -2.647 -0.451 7.156
O -2.926 0.267 8.099
O -2.745 -2.396 8.617
O -1.884 -0.271 3.546
H -2.465 1.149 5.680
H -2.179 -3.819 6.481
H -2.934 -1.608 9.162
H -1.697 -1.062 2.996
*
```

Calculated values
F_max: 0.0843 hartree/bohr
highest occupied orbital energy: -8.92 eV
electronic energy: -201121.220 eV
orbital gap: 0.267 hartree

Löwdin population analysis, charges in e, atoms 1 to 5:
1. C -0.07
2. C -0.22
3. O -0.07
4. C -0.37
5. O 0.05



No. 2
The following is a quantum chemistry calculation of a structure of composition C20H34BF4KO25S4 at a distorted geometry, from the OMol25 dataset.

```
! wB97M-V def2-TZVPD RIJCOSX def2/J DEFGRID3
* xyz 0 1
K 2.026 3.261 -0.420
B 0.324 0.940 0.332
F -0.320 -0.201 0.814
F -0.616 1.751 -0.346
F 0.793 1.763 1.389
F 1.396 0.735 -0.518
C 4.468 -1.822 1.095
C 5.425 -0.657 0.711
C 4.976 0.221 -0.352
O 4.658 1.417 0.306
C 4.884 1.367 1.598
O 4.556 2.145 2.477
O 5.420 0.180 1.803
H 3.525 -1.333 1.341
H 4.817 -2.444 1.920
H 4.137 -2.539 0.343
H 6.462 -0.987 0.648
H 4.077 -0.172 -0.827
H 5.744 0.267 -1.125
C -2.731 3.368 -2.066
C -3.170 2.062 -2.760
C -4.348 1.247 -2.206
O -5.103 0.998 -3.289
C -4.622 1.625 -4.392
O -5.206 1.623 -5.478
O -3.622 2.431 -4.062
H -2.282 4.155 -2.672
H -2.024 3.225 -1.249
H -3.532 3.974 -1.642
H -2.186 1.596 -2.807
H -4.898 1.851 -1.484
H -3.929 0.338 -1.773
C -0.580 -3.110 2.985
C 0.110 -4.125 2.025
C 1.514 -3.729 1.488
O 2.331 -4.822 1.873
C 1.580 -5.711 2.550
O 1.925 -6.871 2.860
O 0.393 -5.166 2.846
H -0.945 -2.273 2.390
H 0.164 -2.820 3.726
H -1.422 -3.580 3.494
H -0.509 -4.445 1.187
H 1.980 -2.909 2.033
H 1.439 -3.520 0.421
C -3.145 1.580 1.703
C -2.367 2.811 2.106
O -3.319 3.764 2.518
S -4.768 3.496 1.722
O -4.997 4.540 0.666
O -5.817 3.179 2.694
O -4.249 2.149 0.989
H -3.474 1.004 2.568
H -2.601 0.931 1.015
H -1.836 3.240 1.256
H -1.600 2.688 2.871
C -1.423 -1.719 -1.778
C -1.629 -3.227 -1.938
O -2.094 -3.393 -3.321
S -1.932 -2.007 -4.189
O -3.078 -1.881 -5.059
O -0.576 -1.877 -4.702
O -2.126 -1.107 -2.847
H -0.363 -1.569 -1.986
H -1.685 -1.338 -0.791
H -2.380 -3.570 -1.227
H -0.660 -3.727 -1.915
C 1.587 0.730 -4.915
C 0.430 0.899 -3.985
O 0.494 2.310 -3.646
S 1.111 3.245 -4.896
O 2.067 4.287 -4.431
O -0.007 3.630 -5.736
O 1.810 1.947 -5.603
H 1.645 -0.174 -5.520
H 2.454 0.585 -4.271
H 0.547 0.345 -3.054
H -0.539 0.770 -4.468
C 1.754 -0.191 3.847
C 0.755 0.534 4.730
O 0.681 -0.282 5.874
S 2.137 -0.851 6.263
O 2.145 -2.151 6.959
O 2.926 0.253 6.836
O 2.492 -1.122 4.678
H 2.448 0.523 3.403
H 1.275 -0.681 2.999
H -0.246 0.614 4.306
H 1.071 1.514 5.087
*
```

Calculated values
F_max: 0.0928 hartree/bohr
highest occupied orbital energy: -10.61 eV
electronic energy: -143693.360 eV
orbital gap: 0.348 hartree

Löwdin population analysis, charges in e, atoms 1 to 5:
1. K 0.96
2. B -1.35
3. F 0.13
4. F 0.09
5. F 0.05



No. 3
The following is a quantum chemistry calculation of a structure of composition C20H34BrFN8O3Si at a distorted geometry, from the OMol25 dataset.

```
! wB97M-V def2-TZVPD RIJCOSX def2/J DEFGRID3
* xyz 0 1
O -0.391 -1.132 -5.290
C -0.588 0.253 -5.024
C -0.018 0.734 -3.645
O -0.986 0.821 -2.602
C -1.450 -0.420 -2.140
O -0.593 -1.503 -2.426
C -0.753 -2.586 -1.526
Si 0.883 -3.570 -1.446
F 1.489 -3.707 -2.979
Br 2.420 -2.441 -0.237
H 0.374 -1.438 -4.785
H 0.027 0.802 -5.784
H -1.631 0.579 -5.184
H 0.310 1.781 -3.831
H 0.912 0.195 -3.361
H -2.486 -0.665 -2.489
H -1.535 -0.336 -1.027
H -1.532 -3.299 -1.887
H -0.984 -2.296 -0.481
H 0.677 -4.899 -0.868
C 1.293 -3.003 3.909
C 0.613 -3.094 2.604
N 0.093 -3.162 1.589
H 0.574 -2.738 4.682
H 1.741 -3.964 4.158
H 2.076 -2.247 3.866
C -1.509 3.719 -0.831
C -2.673 4.587 -0.573
N -3.576 5.261 -0.374
H -1.707 3.077 -1.689
H -0.631 4.330 -1.041
H -1.314 3.097 0.040
C -2.773 7.302 -4.045
C -1.586 6.439 -4.182
N -0.661 5.771 -4.292
H -2.863 7.645 -3.015
H -2.679 8.166 -4.702
H -3.668 6.744 -4.314
C -4.401 6.517 2.704
C -4.107 6.681 4.141
N -3.878 6.807 5.254
H -5.448 6.749 2.513
H -3.775 7.187 2.119
H -4.204 5.491 2.399
C 1.733 2.887 1.531
C 0.295 2.825 1.849
N -0.821 2.775 2.093
H 2.010 3.907 1.269
H 2.316 2.569 2.394
H 1.953 2.229 0.690
C 3.979 -6.558 2.393
C 3.384 -5.461 1.605
N 2.924 -4.609 0.989
H 4.433 -6.159 3.298
H 3.206 -7.275 2.666
H 4.744 -7.063 1.804
C -3.240 -2.149 4.225
C -2.543 -3.158 5.044
N -2.008 -3.943 5.684
H -2.700 -1.204 4.263
H -3.294 -2.488 3.191
H -4.250 -1.999 4.605
C 6.212 -4.558 -0.868
C 6.897 -5.565 -0.038
N 7.425 -6.350 0.606
H 6.751 -3.612 -0.825
H 6.168 -4.895 -1.902
H 5.198 -4.406 -0.499
*
```

Calculated values
F_max: 0.0557 hartree/bohr
highest occupied orbital energy: -9.38 eV
electronic energy: -119990.576 eV
orbital gap: 0.346 hartree

Löwdin population analysis, charges in e, atoms 1 to 5:
1. O -0.08
2. C -0.22
3. C -0.17
4. O -0.12
5. C -0.25